No. 1
# C12H15Cl10N2S

6 unconnected molecules or ions with the total composition C12H15Cl10N2S at a distorted geometry (ωB97M-V/def2-TZVPD, OMol25).

highest occupied orbital energy	-3.160	eV
electronic energy	-5575.5066	a.u.
total charge	-1

Atoms and positions in Å:
S: 2.10 -4.15 0.98
C: 1.58 -3.35 -0.47
N: 1.18 -2.70 -1.64
C: 0.32 -3.72 -2.42
C: -1.18 -3.56 -1.74
C: -2.08 -4.88 -1.40
C: -3.58 -4.88 -0.68
C: -4.09 -3.31 -0.38
C: -3.06 -2.14 -0.84
N: -1.71 -2.20 -1.46
H: 0.69 -4.80 -2.17
H: -1.62 -5.93 -1.68
H: -4.20 -5.83 -0.43
H: -5.13 -3.09 0.13
H: -3.47 -1.03 -0.65
C: -4.21 -0.15 2.30
Cl: -2.65 -0.91 2.64
Cl: -4.65 -0.32 0.60
H: -4.98 -0.62 2.92
H: -4.15 0.92 2.55
C: 2.19 0.26 -3.20
Cl: 2.78 1.86 -2.74
Cl: 1.32 0.32 -4.73
H: 3.04 -0.42 -3.29
H: 1.52 -0.10 -2.42
C: 2.58 1.95 0.82
Cl: 1.30 0.74 0.79
Cl: 2.40 3.03 2.21
H: 3.55 1.45 0.89
H: 2.54 2.54 -0.09
C: 2.48 3.23 5.83
Cl: 0.96 3.22 6.73
Cl: 3.84 2.76 6.87
H: 2.41 2.52 5.00
H: 2.66 4.24 5.44
C: 1.88 5.96 -2.86
Cl: 0.82 5.02 -3.92
Cl: 2.79 4.89 -1.77
H: 2.58 6.53 -3.46
H: 1.27 6.64 -2.26

The molecule's Mulliken atomic charges, reported in e, are given here: number 1, S, carries -0.30; number 2, C, carries 0.17; number 3, N, carries -0.03; number 4, C, carries -0.80; number 5, C, carries 0.44; number 6, C, carries -0.41; number 7, C, carries -0.37; number 8, C, carries -0.18; number 9, C, carries -0.12; number 10, N, carries -0.30; number 11, H, carries 0.16; number 12, H, carries 0.16; number 13, H, carries 0.28; number 14, H, carries 0.19; number 15, H, carries 0.19; number 16, C, carries -0.27; number 17, Cl, carries -0.14; number 18, Cl, carries -0.17; number 19, H, carries 0.25; number 20, H, carries 0.30; number 21, C, carries -0.02; number 22, Cl, carries -0.12; number 23, Cl, carries -0.18; number 24, H, carries 0.28; number 25, H, carries 0.04; number 26, C, carries 0.22; number 27, Cl, carries -0.11; number 28, Cl, carries -0.19; number 29, H, carries 0.31; number 30, H, carries -0.24; number 31, C, carries -0.03; number 32, Cl, carries -0.16; number 33, Cl, carries -0.17; number 34, H, carries 0.11; number 35, H, carries 0.25; number 36, C, carries -0.29; number 37, Cl, carries -0.14; number 38, Cl, carries -0.13; number 39, H, carries 0.28; number 40, H, carries 0.26

***

No. 2
# C5H13NP

A molecular structure, C5H13NP at a distorted geometry (ωB97M-V/def2-TZVPD, OMol25).

highest occupied orbital energy	-12.887	eV
electronic energy	-594.0080	a.u.
total charge	+1

Atoms and positions in Å:
C: 0.81 0.74 -1.47
C: 0.58 -0.68 -2.23
C: 0.47 -0.14 -0.26
C: -1.31 -1.20 1.09
C: -0.89 1.29 1.08
N: -0.84 -0.05 0.32
P: 1.81 -0.72 0.98
H: 1.93 0.97 -1.62
H: 0.08 1.46 -1.66
H: -0.34 -1.07 -2.57
H: 1.44 -1.16 -2.38
H: -1.72 -1.95 0.37
H: -0.59 -1.55 1.76
H: -2.05 -0.94 1.78
H: -0.96 2.04 0.28
H: -1.83 1.39 1.69
H: 0.07 1.33 1.77
H: -1.46 0.16 -0.44
H: 1.92 0.57 1.51
H: 2.88 -0.47 0.01

The molecule's Mulliken atomic charges, reported in e, are given here: number 1, C, carries -0.59; number 2, C, carries -0.60; number 3, C, carries -0.20; number 4, C, carries -0.83; number 5, C, carries -0.66; number 6, N, carries 0.10; number 7, P, carries 0.03; number 8, H, carries 0.26; number 9, H, carries 0.33; number 10, H, carries 0.29; number 11, H, carries 0.34; number 12, H, carries 0.31; number 13, H, carries 0.40; number 14, H, carries 0.36; number 15, H, carries 0.32; number 16, H, carries 0.37; number 17, H, carries 0.28; number 18, H, carries 0.37; number 19, H, carries 0.03; number 20, H, carries 0.10

***

No. 3
# C15H39BN2S

3 unconnected molecules or ions with the total composition C15H39BN2S at a distorted geometry (ωB97M-V/def2-TZVPD, OMol25).

highest occupied orbital energy	-8.143	eV
SMILES string	CCN(CC)CC.CCN(CC)CC.BCCCS
electronic energy	-1127.3232	a.u.

Atoms and positions in Å:
C: -0.17 -0.62 -3.20
C: 0.09 -1.71 -2.16
N: 1.42 -1.64 -1.53
C: 1.74 -2.83 -0.73
C: 0.89 -3.11 0.50
C: 1.76 -0.36 -0.91
C: 0.85 0.16 0.21
H: 0.59 -0.63 -3.98
H: -1.14 -0.79 -3.67
H: -0.19 0.37 -2.75
H: 0.01 -2.67 -2.68
H: -0.71 -1.69 -1.42
H: 2.80 -2.78 -0.43
H: 1.68 -3.70 -1.39
H: 1.15 -2.44 1.33
H: 1.07 -4.13 0.85
H: -0.18 -3.02 0.30
H: 1.81 0.41 -1.69
H: 2.79 -0.41 -0.52
H: -0.21 0.04 -0.03
H: 1.03 1.23 0.36
H: 1.06 -0.34 1.16
C: -4.70 4.11 -4.29
C: -4.43 3.02 -3.25
N: -3.11 3.09 -2.63
C: -2.79 1.90 -1.83
C: -3.64 1.62 -0.59
C: -2.76 4.37 -2.00
C: -3.67 4.89 -0.89
H: -3.94 4.10 -5.08
H: -5.67 3.94 -4.77
H: -4.72 5.10 -3.84
H: -4.52 2.06 -3.78
H: -5.24 3.05 -2.51
H: -1.73 1.95 -1.53
H: -2.85 1.03 -2.49
H: -3.38 2.29 0.23
H: -3.45 0.60 -0.25
H: -4.71 1.71 -0.80
H: -2.72 5.14 -2.79
H: -1.74 4.32 -1.62
H: -4.73 4.77 -1.12
H: -3.50 5.96 -0.74
H: -3.47 4.39 0.06
B: 3.63 -2.35 3.13
C: 3.84 -3.78 3.98
C: 3.94 -3.50 5.61
C: 5.19 -2.52 6.04
S: 6.79 -3.47 5.63
H: 4.57 -1.95 2.54
H: 2.60 -1.79 3.22
H: 2.86 -4.43 3.78
H: 4.74 -4.40 3.55
H: 2.89 -3.18 6.08
H: 4.18 -4.56 6.11
H: 5.16 -1.45 5.56
H: 5.10 -2.35 7.22
H: 7.83 -3.00 6.44

The molecule's Mulliken atomic charges, reported in e, are given here: number 1, C, carries -1.29; number 2, C, carries -0.22; number 3, N, carries 0.07; number 4, C, carries -0.67; number 5, C, carries -0.76; number 6, C, carries -0.72; number 7, C, carries -0.65; number 8, H, carries 0.36; number 9, H, carries 0.43; number 10, H, carries 0.13; number 11, H, carries 0.42; number 12, H, carries 0.20; number 13, H, carries 0.32; number 14, H, carries 0.38; number 15, H, carries 0.01; number 16, H, carries 0.36; number 17, H, carries 0.30; number 18, H, carries 0.36; number 19, H, carries 0.35; number 20, H, carries 0.10; number 21, H, carries 0.37; number 22, H, carries 0.14; number 23, C, carries -1.41; number 24, C, carries -0.34; number 25, N, carries 0.17; number 26, C, carries -0.40; number 27, C, carries -1.29; number 28, C, carries -0.65; number 29, C, carries -0.99; number 30, H, carries 0.33; number 31, H, carries 0.43; number 32, H, carries 0.30; number 33, H, carries 0.42; number 34, H, carries 0.27; number 35, H, carries 0.28; number 36, H, carries 0.24; number 37, H, carries 0.28; number 38, H, carries 0.44; number 39, H, carries 0.32; number 40, H, carries 0.38; number 41, H, carries 0.33; number 42, H, carries 0.24; number 43, H, carries 0.37; number 44, H, carries 0.28; number 45, B, carries 0.25; number 46, C, carries -0.55; number 47, C, carries -0.68; number 48, C, carries -0.45; number 49, S, carries -0.26; number 50, H, carries -0.07; number 51, H, carries -0.10; number 52, H, carries 0.22; number 53, H, carries 0.28; number 54, H, carries 0.31; number 55, H, carries 0.32; number 56, H, carries 0.29; number 57, H, carries 0.32; number 58, H, carries 0.13

***

No. 4
# C12H31B4FN2O9

3 unconnected molecules or ions with the total composition C12H31B4FN2O9 at a distorted geometry (ωB97M-V/def2-TZVPD, OMol25).

highest occupied orbital energy	-9.262	eV
SMILES string	CCB1OB(CC(=O)F)OB(OB(O)O)O1.COC[C@@H](C)N.COC[C@@H](C)N
electronic energy	-1462.2292	a.u.

Atoms and positions in Å:
C: 2.02 3.29 0.07
C: 2.14 2.41 -1.18
B: 1.47 3.16 -2.37
O: 1.81 4.49 -2.67
B: 0.69 5.27 -2.78
C: 0.46 6.60 -1.96
C: 1.70 7.37 -1.69
O: 2.67 7.40 -2.36
F: 1.63 8.08 -0.55
O: -0.37 4.79 -3.54
B: -0.65 3.47 -3.20
O: -1.91 3.04 -2.94
B: -2.64 3.55 -1.89
O: -3.27 4.78 -2.01
O: -2.77 2.80 -0.76
O: 0.42 2.61 -3.09
H: 2.52 4.25 -0.08
H: 2.40 2.80 0.95
H: 0.96 3.53 0.22
H: 3.18 2.16 -1.39
H: 1.58 1.50 -1.01
H: 0.02 6.31 -1.00
H: -0.29 7.22 -2.45
H: -3.09 5.34 -1.25
H: -3.40 3.20 -0.15
C: -0.48 0.10 0.96
O: 0.83 0.49 1.34
C: 1.12 0.39 2.72
C: 1.45 -1.02 3.22
C: 0.23 -1.94 3.34
N: 2.46 -1.68 2.39
H: -1.22 0.37 1.72
H: -0.54 -0.98 0.77
H: -0.73 0.62 0.04
H: 2.00 1.01 2.87
H: 0.30 0.84 3.31
H: 1.87 -0.90 4.22
H: -0.08 -2.33 2.37
H: 0.47 -2.79 3.97
H: -0.62 -1.42 3.79
H: 3.32 -1.14 2.41
H: 2.15 -1.63 1.42
C: -0.05 -5.80 1.63
O: -0.64 -4.68 0.99
C: -0.63 -4.70 -0.42
C: -1.71 -5.57 -1.07
C: -1.45 -7.07 -0.99
N: -3.04 -5.29 -0.54
H: 0.81 -6.17 1.07
H: -0.78 -6.60 1.77
H: 0.28 -5.47 2.61
H: -0.80 -3.67 -0.73
H: 0.37 -4.98 -0.79
H: -1.72 -5.31 -2.13
H: -1.70 -7.47 -0.01
H: -2.07 -7.60 -1.71
H: -0.40 -7.31 -1.19
H: -3.28 -4.32 -0.72
H: -3.00 -5.36 0.47

The molecule's Mulliken atomic charges, reported in e, are given here: number 1, C, carries -0.96; number 2, C, carries -0.14; number 3, B, carries 0.04; number 4, O, carries -0.31; number 5, B, carries 0.11; number 6, C, carries -0.50; number 7, C, carries 0.47; number 8, O, carries -0.46; number 9, F, carries -0.25; number 10, O, carries -0.09; number 11, B, carries 0.51; number 12, O, carries -0.44; number 13, B, carries 0.64; number 14, O, carries -0.52; number 15, O, carries -0.42; number 16, O, carries -0.27; number 17, H, carries 0.40; number 18, H, carries 0.22; number 19, H, carries 0.19; number 20, H, carries 0.39; number 21, H, carries 0.08; number 22, H, carries 0.30; number 23, H, carries 0.45; number 24, H, carries 0.29; number 25, H, carries 0.28; number 26, C, carries -0.55; number 27, O, carries -0.14; number 28, C, carries -0.90; number 29, C, carries 0.34; number 30, C, carries -1.13; number 31, N, carries -0.71; number 32, H, carries 0.32; number 33, H, carries 0.07; number 34, H, carries 0.22; number 35, H, carries 0.35; number 36, H, carries 0.41; number 37, H, carries 0.42; number 38, H, carries 0.04; number 39, H, carries 0.35; number 40, H, carries 0.34; number 41, H, carries 0.27; number 42, H, carries 0.32; number 43, C, carries -0.78; number 44, O, carries -0.28; number 45, C, carries -0.72; number 46, C, carries 0.37; number 47, C, carries -1.43; number 48, N, carries -0.74; number 49, H, carries 0.35; number 50, H, carries 0.26; number 51, H, carries 0.24; number 52, H, carries 0.30; number 53, H, carries 0.42; number 54, H, carries 0.41; number 55, H, carries 0.30; number 56, H, carries 0.35; number 57, H, carries 0.34; number 58, H, carries 0.27; number 59, H, carries 0.32

***

No. 5
# C7H19CaNO11S2

A molecular structure, C7H19CaNO11S2 at a distorted geometry (ωB97M-V/def2-TZVPD, OMol25).

highest occupied orbital energy	-0.302	eV
electronic energy	-2634.2066	a.u.
total charge	-2

Atoms and positions in Å:
Ca: 0.80 0.52 0.02
S: 1.88 5.44 0.78
O: 3.23 6.02 0.70
O: 0.85 6.34 1.20
O: 1.60 4.77 -0.49
O: 2.03 4.28 1.67
S: 6.49 -0.86 1.40
O: 5.25 -0.78 0.58
O: 6.23 -1.52 2.71
O: 7.48 -1.72 0.80
O: 6.96 0.47 1.65
C: -0.75 -5.26 1.28
O: -0.36 -4.26 0.37
H: -0.13 -6.14 1.13
H: -0.67 -4.98 2.33
H: -1.69 -5.57 0.82
H: -0.21 -4.74 -0.45
C: -0.82 0.14 2.95
O: -1.34 0.00 1.60
C: -2.70 0.38 1.34
C: -3.29 -0.09 0.03
N: -2.53 0.65 -1.00
C: -2.69 0.13 -2.31
C: -1.57 0.60 -3.18
O: -0.35 0.38 -2.48
C: 0.81 0.51 -3.16
H: 0.25 0.33 2.90
H: -0.78 -0.76 3.56
H: -1.23 0.97 3.53
H: -2.86 1.45 1.43
H: -3.26 -0.03 2.18
H: -4.33 0.24 0.07
H: -3.33 -1.16 -0.17
H: -2.92 1.56 -1.18
H: -3.70 0.36 -2.66
H: -2.60 -0.94 -2.45
H: -1.74 1.64 -3.45
H: -1.61 -0.05 -4.06
H: 1.68 0.64 -2.52
H: 0.92 1.44 -3.72
H: 0.98 -0.40 -3.73

The molecule's Mulliken atomic charges, reported in e, are given here: number 1, Ca, carries 1.10; number 2, S, carries 1.10; number 3, O, carries -0.72; number 4, O, carries -0.70; number 5, O, carries -0.73; number 6, O, carries -0.69; number 7, S, carries 1.13; number 8, O, carries -0.63; number 9, O, carries -0.73; number 10, O, carries -0.71; number 11, O, carries -0.68; number 12, C, carries -0.59; number 13, O, carries -0.41; number 14, H, carries 0.26; number 15, H, carries 0.22; number 16, H, carries 0.26; number 17, H, carries 0.27; number 18, C, carries -0.72; number 19, O, carries -0.25; number 20, C, carries -0.70; number 21, C, carries -0.65; number 22, N, carries -0.06; number 23, C, carries -0.96; number 24, C, carries -0.60; number 25, O, carries -0.18; number 26, C, carries -0.72; number 27, H, carries 0.26; number 28, H, carries 0.28; number 29, H, carries 0.34; number 30, H, carries 0.38; number 31, H, carries 0.46; number 32, H, carries 0.33; number 33, H, carries 0.39; number 34, H, carries 0.20; number 35, H, carries 0.42; number 36, H, carries 0.42; number 37, H, carries 0.35; number 38, H, carries 0.37; number 39, H, carries 0.28; number 40, H, carries 0.31; number 41, H, carries 0.30

***

No. 6
# C7H10N

A gas-phase ion, C7H10N (charge +1) at a distorted geometry (ωB97M-V/def2-TZVPD, OMol25).

highest occupied orbital energy	-14.965	eV
SMILES string	C=C1[N+](=C)C12CCC2
electronic energy	-327.0472	a.u.
total charge	+1

Atoms and positions in Å:
C: 2.29 1.63 0.14
C: 1.45 0.66 -0.06
N: 1.23 -0.73 -0.11
C: 1.70 -1.87 0.08
C: 0.02 0.27 -0.10
C: -1.09 0.07 -1.14
C: -2.12 0.09 0.09
C: -0.94 0.16 1.07
H: 3.40 1.43 0.13
H: 2.01 2.71 0.15
H: 0.96 -2.78 -0.01
H: 2.70 -1.90 0.09
H: -0.89 -0.77 -1.77
H: -1.08 0.98 -1.77
H: -2.77 0.83 0.25
H: -2.57 -0.81 0.00
H: -1.02 0.98 1.64
H: -0.88 -0.67 1.62

The molecule's Mulliken atomic charges, reported in e, are given here: number 1, C, carries -0.79; number 2, C, carries -0.13; number 3, N, carries -0.09; number 4, C, carries -0.16; number 5, C, carries 1.27; number 6, C, carries -0.76; number 7, C, carries -0.54; number 8, C, carries -0.97; number 9, H, carries 0.24; number 10, H, carries 0.29; number 11, H, carries 0.26; number 12, H, carries 0.34; number 13, H, carries 0.40; number 14, H, carries 0.24; number 15, H, carries 0.38; number 16, H, carries 0.32; number 17, H, carries 0.31; number 18, H, carries 0.37